No. 1
DFT (the ωB97M-V functional and the def2-TZVPD basis) results for one molecule with the formula C5H4Br2N2O3 at a distorted geometry.

Expectation value of S² = 2.021
LUMO energy (alpha / beta) = -0.012 / -0.160 Ha
ΔE to the lowest compared entry with this formula, charge and spin = 0.0000 eV
Net charge = 0
Spin multiplicity = 3
Maximum force = 6.65 eV Å⁻¹
Frontier orbital gap (alpha / beta) = 6.714 / 5.896 eV

XYZ file:
```
16
Properties=species:S:1:pos:R:3:lowdin_charge:R:1
C 0.91 -0.18 0.98 -0.0341
C 0.30 1.84 -0.31 -0.2509
C -0.24 -0.71 0.53 -0.1541
C 1.37 1.18 0.42 -0.6136
C -0.90 -0.16 -0.76 -0.6785
N -0.70 1.26 -0.83 0.0888
N -0.87 -1.92 1.01 -0.3687
O -0.93 -2.08 2.20 0.1149
O -1.15 -2.67 0.10 0.0892
O -2.20 -0.55 -0.87 0.0097
Br 2.90 0.94 -0.85 0.6264
Br 0.26 -0.98 -2.51 0.7077
H 1.52 -0.44 1.93 0.1590
H 0.36 2.90 -0.45 0.1113
H 1.92 1.75 1.15 0.0672
H -2.54 -0.18 -1.71 0.1259
```



No. 2
DFT (the ωB97M-V functional and the def2-TZVPD basis) results for one molecule with the formula C5H4BrClO2S2 at a distorted geometry.

LUMO energy = -0.002 Ha
SMILES = Cc1scc(Br)c1S(=O)(=O)Cl
Net charge = 0
Maximum force = 4.40 eV Å⁻¹
Frontier orbital gap = 9.451 eV

XYZ file:
```
15
Properties=species:S:1:pos:R:3:lowdin_charge:R:1
C 0.65 -0.80 0.18 -0.0866
C -0.39 0.16 -0.14 -0.6299
S -0.10 1.84 -0.22 1.0797
C -1.81 2.22 -0.27 -0.4192
C -2.56 1.13 -0.26 -0.7641
Br -4.40 1.17 -0.09 0.8198
C -1.69 -0.17 -0.19 -0.3542
S -2.60 -1.71 -0.33 0.3601
O -3.62 -1.50 -1.27 -0.3509
O -1.82 -2.89 -0.42 -0.3170
Cl -3.52 -1.78 1.56 0.3293
H 0.72 -1.52 -0.65 0.1009
H 1.65 -0.33 0.26 0.0908
H 0.37 -1.27 1.10 0.0902
H -2.08 3.21 -0.12 0.0511
```



No. 3
DFT (the ωB97M-V functional and the def2-TZVPD basis) results for one molecule with the formula C5H4BrN2P at a distorted geometry.

Expectation value of S² = 2.165
LUMO energy (alpha / beta) = -0.017 / -0.047 Ha
Net charge = 0
Spin multiplicity = 3
Maximum force = 1.30 eV Å⁻¹
Frontier orbital gap (alpha / beta) = 6.673 / 7.011 eV

XYZ file:
```
13
Properties=species:S:1:pos:R:3:lowdin_charge:R:1
C 2.27 -1.34 0.02 -0.6488
C 2.08 1.18 0.28 -0.2318
C 2.75 -0.03 0.10 -0.7536
C -0.32 0.88 0.24 -0.2162
C -2.59 0.19 -0.05 -0.0263
N 0.79 1.39 0.31 0.1280
N -1.54 0.89 0.18 0.0404
P 0.70 -1.95 0.25 0.8010
Br 4.66 0.17 -0.05 0.6875
H 3.03 -2.09 -0.19 0.0146
H 2.68 2.08 0.38 0.0950
H -2.55 -0.86 -0.30 0.0536
H -3.54 0.70 0.01 0.0568
```



No. 4
DFT (the ωB97M-V functional and the def2-TZVPD basis) results for one molecule with the formula C5H4BrN3 at a distorted geometry.

LUMO energy = -0.027 Ha
Net charge = 0
Maximum force = 5.18 eV Å⁻¹
Frontier orbital gap = 8.378 eV

XYZ file:
```
13
Properties=species:S:1:pos:R:3:lowdin_charge:R:1
C -2.99 -1.37 -0.26 -0.2246
C -2.79 0.11 0.12 -0.6819
C 1.09 0.47 -0.48 -0.1512
C -1.63 0.30 0.68 -0.1240
C 2.53 0.34 -0.68 -0.1480
N -2.88 -2.49 -0.48 0.1421
N -0.50 0.22 1.25 0.1079
N 0.79 0.25 0.73 -0.0939
Br -3.99 1.48 -0.44 0.7318
H 2.95 1.04 -1.41 0.0606
H 3.08 0.45 0.37 0.0908
H 2.79 -0.79 -0.86 0.1174
H 1.55 -0.01 1.45 0.1731
```



No. 5
DFT (the ωB97M-V functional and the def2-TZVPD basis) results for a 2-piece molecular cluster, C5H4Cl2O2 overall at a distorted geometry.

LUMO energy = 0.009 Ha
SMILES = COC#CCl.O=C=CCl
ΔE to the lowest compared entry with this formula, charge and spin = 3.8935 eV
Net charge = 0
Maximum force = 1.42 eV Å⁻¹
Frontier orbital gap = 9.050 eV

XYZ file:
```
13
Properties=species:S:1:pos:R:3:lowdin_charge:R:1
C -0.08 1.04 2.10 -0.0385
O 0.08 0.23 0.94 -0.1082
C -0.10 0.80 -0.22 -0.2509
C -0.27 1.57 -1.13 -0.5883
Cl -0.39 2.26 -2.61 0.6865
H 0.28 2.06 1.91 0.0992
H 0.51 0.58 2.88 0.0948
H -1.13 1.08 2.39 0.0989
O 2.04 -1.43 -1.92 0.1947
C 1.01 -1.71 -1.47 -0.2854
C -0.16 -1.97 -0.97 -0.5759
Cl -1.43 -2.60 -1.98 0.6054
H -0.37 -1.91 0.08 0.0676
```



No. 6
DFT (the ωB97M-V functional and the def2-TZVPD basis) results for a 2-piece molecular cluster, C5H4ClIO overall at a distorted geometry.

LUMO energy = -0.029 Ha
ΔE to the lowest compared entry with this formula, charge and spin = 1.3524 eV
Net charge = 0
Maximum force = 3.93 eV Å⁻¹
Frontier orbital gap = 7.918 eV

XYZ file:
```
12
Properties=species:S:1:pos:R:3:lowdin_charge:R:1
C 0.74 -0.39 -0.05 -0.0244
C -0.26 0.63 0.38 -0.0346
C 0.27 -1.23 -1.06 -0.1839
C -1.49 0.67 -0.18 -0.0795
C -1.14 -1.15 -1.58 -0.9877
O -1.91 -0.16 -1.18 -0.1213
Cl -1.99 -2.84 -0.10 -0.0095
I -1.49 -1.78 -3.52 0.9904
H 1.86 -0.56 0.20 0.1417
H -0.06 1.31 1.27 0.1304
H 0.74 -2.10 -1.45 0.0805
H -2.17 1.39 0.06 0.0980
```



No. 7
DFT (the ωB97M-V functional and the def2-TZVPD basis) results for one molecule with the formula C5H4ClN at a distorted geometry.

LUMO energy = 0.027 Ha
SMILES = N#C[C@]12C[C@H]1[C@@H]2Cl
ΔE to the lowest compared entry with this formula, charge and spin = 1.6398 eV
Net charge = 0
Maximum force = 2.31 eV Å⁻¹
Frontier orbital gap = 11.317 eV

XYZ file:
```
11
Properties=species:S:1:pos:R:3:lowdin_charge:R:1
N 1.57 -2.60 -0.02 0.1655
C 0.95 -1.63 0.02 -0.1473
C 0.18 -0.43 0.18 -0.3368
C -1.32 -0.21 0.10 -0.0498
C -0.38 0.67 -0.66 -0.1758
C 0.51 1.02 0.46 -0.4788
Cl 2.25 1.57 -0.03 0.4978
H -2.10 0.11 0.84 0.1275
H -1.66 -1.12 -0.44 0.1164
H -0.29 0.90 -1.77 0.1672
H 0.27 1.71 1.32 0.1142
```



No. 8
DFT (the ωB97M-V functional and the def2-TZVPD basis) results for one molecule with the formula C5H4F2O at a distorted geometry.

LUMO energy = 0.032 Ha
SMILES = Cc1cc(F)oc1F
ΔE to the lowest compared entry with this formula, charge and spin = 0.3745 eV
Net charge = 0
Maximum force = 2.81 eV Å⁻¹
Frontier orbital gap = 9.708 eV

XYZ file:
```
12
Properties=species:S:1:pos:R:3:lowdin_charge:R:1
C 1.61 -0.70 0.06 -0.0478
C 0.30 -0.03 -0.19 -0.1868
C -1.04 -0.70 -0.11 0.0721
C -1.94 0.28 0.00 -0.3615
F -3.23 0.32 0.05 0.1731
O -1.32 1.48 -0.08 0.1783
C 0.00 1.26 -0.12 -0.3373
F 0.67 2.38 0.04 0.1514
H 1.65 -1.75 -0.16 0.0582
H 2.00 -0.57 1.10 0.0953
H 2.42 -0.26 -0.63 0.1074
H -1.14 -1.72 0.05 0.0975
```



No. 9
DFT (the ωB97M-V functional and the def2-TZVPD basis) results for one molecule with the formula C5H4F6 at a distorted geometry.

LUMO energy = 0.025 Ha
SMILES = C[C@@]1(C(F)(F)F)[C@@H](F)C1(F)F
ΔE to the lowest compared entry with this formula, charge and spin = 0.0000 eV
Net charge = 0
Maximum force = 3.23 eV Å⁻¹
Frontier orbital gap = 11.951 eV

XYZ file:
```
15
Properties=species:S:1:pos:R:3:lowdin_charge:R:1
C -0.47 0.54 -0.29 -0.0140
C 0.70 -0.27 0.12 -0.2130
C 2.00 0.60 0.22 -0.5084
F 2.85 0.30 1.23 0.1267
F 2.79 0.52 -0.90 0.1226
F 1.74 1.91 0.36 0.1294
C 0.58 -1.44 1.17 -0.0886
F -0.64 -1.80 1.62 0.0549
C 1.01 -1.67 -0.28 -0.4858
F 2.23 -2.01 -0.54 0.1825
F 0.31 -2.39 -1.16 0.1625
H -0.59 0.46 -1.42 0.1114
H -0.37 1.67 0.08 0.1331
H -1.45 0.25 0.28 0.1201
H 1.32 -1.25 1.97 0.1666
```



No. 10
DFT (the ωB97M-V functional and the def2-TZVPD basis) results for a 2-piece molecular cluster, C5H4F6NS2 overall at a distorted geometry.

LUMO energy (alpha / beta) = -0.227 / -0.227 Ha
ΔE to the lowest compared entry with this formula, charge and spin = 1.4207 eV
Net charge = +1
Maximum force = 3.37 eV Å⁻¹
Frontier orbital gap (alpha / beta) = 7.697 / 5.981 eV

XYZ file:
```
18
Properties=species:S:1:pos:R:3:lowdin_charge:R:1
C 2.84 -0.24 0.40 -0.4879
C 1.81 -1.17 0.12 -0.0916
C 0.67 -0.43 -0.59 -0.2903
C 0.22 0.83 0.16 -0.5248
C -1.19 1.29 -0.14 -0.5334
N -2.51 -0.50 1.23 0.1263
F 1.07 0.02 -1.82 0.0435
F 1.21 1.74 0.12 0.1101
F 0.24 0.48 1.49 0.0823
F -1.52 2.34 0.62 0.0712
F -3.53 -0.47 0.34 -0.0571
F -1.79 -1.61 0.91 -0.0428
S 4.08 0.57 0.57 1.2204
S -1.89 0.92 -1.73 0.9297
H 2.29 -1.83 -0.65 0.1896
H 1.47 -1.68 1.05 0.1797
H -0.31 -1.07 -0.72 0.1713
H -3.17 0.81 -1.35 -0.0962
```



No. 11
DFT (the ωB97M-V functional and the def2-TZVPD basis) results for one molecule with the formula C5H4FNO at a distorted geometry.

LUMO energy = -0.013 Ha
SMILES = O=C[C@]1(F)C=CN=C1
ΔE to the lowest compared entry with this formula, charge and spin = 2.4278 eV
Net charge = 0
Maximum force = 4.31 eV Å⁻¹
Frontier orbital gap = 9.669 eV

XYZ file:
```
12
Properties=species:S:1:pos:R:3:lowdin_charge:R:1
O -2.00 -1.24 0.11 0.1014
C -1.65 -0.19 -0.30 -0.2213
C -0.46 0.71 0.03 -0.3552
F -0.75 1.90 -0.67 0.0119
C 0.63 -0.19 -0.72 0.0338
C 1.49 -0.53 0.25 -0.1082
N 1.06 -0.10 1.52 0.0797
C 0.07 0.69 1.43 -0.0680
H -2.24 0.18 -1.18 0.1475
H 0.61 -0.48 -1.70 0.0851
H 2.44 -1.15 0.08 0.1338
H -0.49 1.18 2.31 0.1594
```



No. 12
DFT (the ωB97M-V functional and the def2-TZVPD basis) results for C5H4FeN2O4S as an isolated structure at a distorted geometry.

Expectation value of S² = 6.042
LUMO energy (alpha / beta) = -0.286 / -0.445 Ha
ΔE to the lowest compared entry with this formula, charge and spin = 0.8391 eV
Net charge = +2
Spin multiplicity = 5
Maximum force = 9.21 eV Å⁻¹
Frontier orbital gap (alpha / beta) = 8.994 / 6.875 eV

XYZ file:
```
17
Properties=species:S:1:pos:R:3:lowdin_charge:R:1
O 0.01 -2.85 -0.10 0.2283
C -0.14 -1.70 -0.18 -0.1800
Fe -0.19 0.01 -0.48 0.2859
O -2.01 0.01 -2.70 0.2578
C -1.13 0.02 -1.95 -0.0624
C 1.57 0.01 -0.54 -0.0757
O 2.72 0.00 -0.39 0.2671
C -0.14 1.71 -0.13 -0.1738
O 0.01 2.86 0.00 0.2214
N 0.17 -1.13 4.27 0.1696
C -0.27 -0.02 3.64 -0.7470
N 0.16 1.12 4.21 0.1714
S -1.28 -0.05 2.26 1.0507
H 0.42 -1.07 5.25 0.1572
H -0.15 -2.04 3.95 0.1360
H -0.17 2.01 3.86 0.1284
H 0.42 1.10 5.21 0.1650
```



No. 13
DFT (the ωB97M-V functional and the def2-TZVPD basis) results for C5H4InN2O4S as an isolated structure at a distorted geometry.

LUMO energy = -0.533 Ha
ΔE to the lowest compared entry with this formula, charge and spin = 12.4976 eV
Net charge = +3
Maximum force = 18.78 eV Å⁻¹
Frontier orbital gap = 7.257 eV

XYZ file:
```
17
Properties=species:S:1:pos:R:3:lowdin_charge:R:1
O 0.03 -2.96 -1.64 0.3939
C 0.02 -1.81 -1.64 -0.1288
In 0.00 0.00 -1.64 0.2652
O -2.56 -0.03 -3.12 0.4274
C -1.57 -0.02 -2.54 0.0012
C 1.57 0.02 -2.54 0.0011
O 2.56 0.03 -3.12 0.4274
C -0.02 1.81 -1.64 -0.1289
O -0.03 2.96 -1.64 0.3937
N 0.00 1.23 2.69 0.1776
C 0.00 0.00 1.98 -0.6182
N 0.00 -1.23 2.69 0.1776
S 0.00 0.00 0.36 0.9981
H 0.00 1.24 3.72 0.1627
H 0.00 2.13 2.18 0.1436
H 0.00 -2.13 2.18 0.1436
H 0.00 -1.24 3.72 0.1627
```



No. 14
DFT (the ωB97M-V functional and the def2-TZVPD basis) results for C5H4InO4 as an isolated structure at a distorted geometry.

Expectation value of S² = 1.762
LUMO energy (alpha / beta) = -0.780 / -0.805 Ha
ΔE to the lowest compared entry with this formula, charge and spin = 0.7599 eV
Net charge = +4
Spin multiplicity = 2
Maximum force = 8.07 eV Å⁻¹
Frontier orbital gap (alpha / beta) = 5.976 / 5.351 eV

XYZ file:
```
14
Properties=species:S:1:pos:R:3:lowdin_charge:R:1
C 1.28 1.74 -2.68 0.6086
C 1.41 2.30 -1.61 0.3863
H 1.55 2.75 -0.64 0.1608
H 1.42 0.21 -1.36 0.1007
O -0.39 0.11 0.01 0.1504
C 0.46 -0.93 -0.16 -0.4815
O 0.28 -1.99 0.43 -0.0278
O 1.42 -0.70 -0.97 0.3061
In 0.90 -3.67 0.69 1.7266
C -1.35 0.17 1.11 -0.2878
C -2.33 -0.18 0.30 0.6141
O -1.17 0.25 2.35 0.3351
H -3.01 -0.95 -0.09 0.1872
H -0.46 0.87 2.61 0.2211
```



No. 15
DFT (the ωB97M-V functional and the def2-TZVPD basis) results for C5H4LiO6Rh as an isolated structure at a distorted geometry.

Expectation value of S² = 8.768
LUMO energy (alpha / beta) = -0.438 / -0.575 Ha
Net charge = +3
Spin multiplicity = 6
Maximum force = 5.74 eV Å⁻¹
Frontier orbital gap (alpha / beta) = 9.518 / 6.555 eV

XYZ file:
```
17
Properties=species:S:1:pos:R:3:lowdin_charge:R:1
O -3.77 -0.52 -6.03 0.4243
C -3.06 -0.45 -5.14 -0.2356
O -2.36 -0.39 -4.20 0.0066
O -0.65 0.39 -1.08 -0.1243
Rh -1.32 -0.36 -2.60 1.5734
O 1.24 -2.54 2.28 0.2748
C 1.47 -1.36 1.93 -0.6571
O 2.45 -1.03 1.22 0.1616
O 0.62 -0.42 2.40 0.0802
C 0.86 0.94 2.10 -0.1076
C -0.12 1.49 0.97 -0.0042
C -0.12 0.39 0.00 0.0379
Li 2.92 -2.95 1.35 0.8975
H 1.95 1.09 2.06 0.1561
H 0.73 1.64 2.94 0.1625
H 0.33 2.38 0.50 0.1771
H -1.15 1.69 1.29 0.1769
```



No. 16
DFT (the ωB97M-V functional and the def2-TZVPD basis) results for an isolated ion of composition C5H4N and charge +1 at a distorted geometry.

LUMO energy = -0.219 Ha
SMILES = C=CC#CC#[NH+]
ΔE to the lowest compared entry with this formula, charge and spin = 1.6990 eV
Net charge = +1
Maximum force = 4.70 eV Å⁻¹
Frontier orbital gap = 9.506 eV

XYZ file:
```
10
Properties=species:S:1:pos:R:3:lowdin_charge:R:1
C -0.30 1.12 -0.28 0.1177
C 0.50 0.70 -1.21 -0.1016
C 1.13 -0.46 -0.84 0.1286
C 1.18 -1.48 -0.09 0.1038
C 0.20 -1.54 0.83 -0.0430
N -0.72 -1.09 1.37 0.3118
H -1.15 1.88 -0.43 0.1479
H -0.28 0.75 0.71 0.0469
H 0.57 0.87 -2.27 0.1353
H -1.14 -0.75 2.21 0.1527
```